(1)
Computed, not measured: a molecular structure, C3H5Cl, with the ωB97M-V functional and the def2-TZVPD basis.

CARTESIAN COORDINATES (ANGSTROEM)
C  -0.29  -0.08  0.59
C  0.62  -0.85  0.87
C  -1.56  0.56  0.16
Cl  1.92  -0.68  -1.93
H  3.32  -0.04  -1.04
H  1.56  -1.18  1.22
H  -2.28  -0.15  -0.23
H  -2.01  1.14  0.98
H  -1.27  1.28  -0.63

Computed properties:
Energy relative to the best compared isomer or geometry (same formula, charge and spin) = 77.33 kcal per mole
Total charge = 0
F_max = 0.0950 hartree/bohr
Molar mass = 76.5 g/mol

=====

(2)
Computed, not measured: a single C3H5Cl molecule, with the ωB97M-V functional and the def2-TZVPD basis.

CARTESIAN COORDINATES (ANGSTROEM)
C  0.76  0.63  1.09
C  0.23  0.29  -0.12
C  -0.72  -0.73  -0.61
Cl  -0.07  -1.16  -2.10
H  0.52  0.32  2.07
H  1.47  1.50  1.17
H  0.31  1.03  -0.93
H  -1.67  -0.35  -0.64
H  -0.85  -1.54  0.07

Computed properties:
Energy relative to the best compared isomer or geometry (same formula, charge and spin) = 21.32 kcal per mole
Total charge = 0
SMILES = C=CCCl
F_max = 0.0705 hartree/bohr
Molar mass = 76.5 g/mol

=====

(3)
Computed, not measured: a single C3H5Cl2F3NO2PS molecule, with the ωB97M-V functional and the def2-TZVPD basis.

CARTESIAN COORDINATES (ANGSTROEM)
C  -2.18  -0.46  0.38
S  -0.59  -0.43  1.15
O  -0.54  -1.30  2.26
N  0.04  1.31  1.08
P  0.70  1.94  2.51
Cl  2.43  0.91  2.80
Cl  1.28  3.69  1.63
O  0.29  -1.12  0.04
C  1.09  -0.46  -0.85
C  0.61  -0.60  -2.27
F  -0.50  0.16  -2.44
F  0.18  -1.84  -2.59
F  1.45  -0.29  -3.29
H  -2.84  -0.54  1.27
H  -2.30  0.46  -0.17
H  -2.38  -1.31  -0.27
H  2.11  -0.76  -0.65
H  1.14  0.62  -0.59

Computed properties:
Total charge = 0
SMILES = C[S@](=O)(=NP(Cl)Cl)OCC(F)(F)F
F_max = 0.1031 hartree/bohr
Molar mass = 278.0 g/mol

=====

(4)
Computed, not measured: a single C3H5Cl2N molecule, with the ωB97M-V functional and the def2-TZVPD basis.

CARTESIAN COORDINATES (ANGSTROEM)
Cl  -1.23  -1.16  0.71
C  -0.06  0.01  0.02
Cl  1.54  -0.77  0.12
C  -0.28  0.62  -1.40
N  -0.12  1.94  -0.86
C  -0.06  1.43  0.54
H  -1.31  0.41  -1.73
H  0.35  0.35  -2.25
H  -0.92  2.53  -1.10
H  0.78  1.85  1.10
H  -0.99  1.71  1.08

Computed properties:
Energy relative to the best compared isomer or geometry (same formula, charge and spin) = 16.20 kcal per mole
Total charge = 0
SMILES = ClC1(Cl)CNC1
F_max = 0.0447 hartree/bohr
Molar mass = 126.0 g/mol

=====

no.,frontier orbital gap (eV),E_HOMO (eV),E (eV)
1,8.271,-9.5,-15710.4928
2,10.803,-9.7,-15712.9218
3,9.008,-8.9,-62097.5255
4,10.298,-9.5,-29725.9104